19
Properties=species:S:1:pos:R:3:forces:R:3:mulliken_charge:R:1 method="wB97M-V/def2-TZVPD" e_above_lowest_kcal_mol=104.25 gap_ha=0.283 energy_ha=-361.22326 lumo_ev=0.79
C -0.152 0.185 -0.172 2.67 2.39 -0.37 0.85
C -3.971 -0.213 -0.055 0.91 1.01 -0.75 -0.34
C 1.374 0.548 -0.474 -2.80 1.10 -0.34 -0.92
H 3.129 1.330 0.162 0.67 -0.24 0.29 0.33
H 0.577 -1.767 0.343 -0.27 0.87 0.31 0.34
H -1.086 -1.388 0.986 0.91 -0.15 -1.64 0.37
H 1.869 -0.265 -1.022 -0.41 0.28 -0.08 0.41
N -2.850 0.096 0.523 -1.29 0.52 -1.26 -0.21
H 1.308 1.502 -1.055 0.19 -1.06 -0.50 0.25
H 1.835 2.058 1.013 0.37 -2.08 0.07 0.22
H -0.626 -1.841 -0.811 -0.58 0.80 0.80 0.25
H -4.251 0.241 -1.060 0.28 -0.36 1.45 0.28
C 2.221 1.014 0.664 -0.14 3.16 -0.33 -0.95
N -1.010 1.213 -0.206 0.28 -4.58 0.57 0.47
N -2.321 1.214 -0.110 -0.54 0.51 0.11 -1.15
H -0.675 2.101 -0.443 0.75 1.38 -0.49 0.25
H 2.442 0.337 1.440 0.05 -0.70 1.05 0.35
C -0.371 -1.233 0.109 -0.98 -2.21 0.83 -1.10
H -4.671 -0.862 0.422 -0.07 -0.62 0.29 0.29

12
Properties=species:S:1:pos:R:3:forces:R:3:mulliken_charge:R:1 method="wB97M-V/def2-TZVPD" e_above_lowest_kcal_mol=54.20 gap_ha=0.393 energy_ha=-305.69283 lumo_ev=0.32
H -1.124 0.404 0.412 -0.31 0.33 -0.76 0.39
H 1.891 0.780 -3.061 0.03 0.23 -0.18 0.32
H -0.066 -1.641 2.050 0.10 -0.35 0.24 0.27
O 1.510 0.053 -2.570 -0.29 -0.23 0.00 -0.65
H 2.123 -0.099 -1.851 0.30 -0.05 0.13 0.33
H -2.547 0.349 0.923 -0.55 0.08 0.44 0.29
O -0.033 0.419 -0.139 4.19 -0.26 -3.62 -0.62
O -1.673 0.663 1.152 -4.82 1.17 2.38 -0.71
H -0.025 0.205 -1.072 0.27 0.17 -0.80 0.37
O -0.026 -0.704 2.240 1.98 -1.38 0.84 -0.73
H -0.699 -0.316 1.681 -1.15 0.47 0.65 0.40
H 0.668 -0.114 0.236 0.24 -0.19 0.68 0.35

93
Properties=species:S:1:pos:R:3:forces:R:3:mulliken_charge:R:1 method="wB97M-V/def2-TZVPD" e_above_lowest_kcal_mol=45.11 gap_ha=0.165 total_charge=-1 energy_ha=-5191.00800 lumo_ev=2.51
C 1.112 -1.887 6.008 -0.06 0.05 -0.03 -0.48
H -3.720 -1.602 0.570 -0.01 0.05 -0.02 0.37
H -3.807 4.821 0.317 -0.06 -0.05 -0.06 0.49
H 2.338 2.140 -5.039 0.03 0.02 0.00 0.33
H -3.135 -3.617 -0.719 0.01 -0.02 0.00 0.55
H 2.634 3.724 -4.282 0.02 0.00 -0.04 0.44
C 3.905 2.409 4.431 0.12 0.04 0.06 -0.68
H -3.639 -0.181 -3.423 -0.07 -0.01 -0.01 0.06
C -2.873 -2.629 -1.102 0.03 0.26 0.06 -0.54
C 2.539 2.669 4.434 -0.17 -0.03 0.00 -0.69
C 0.619 -3.040 2.453 0.07 -0.04 -0.13 -0.12
H -0.669 0.616 4.613 0.06 0.01 0.00 0.50
C 3.947 -1.740 0.074 -0.02 -0.03 0.03 -0.06
C 4.425 1.519 3.513 0.10 -0.02 -0.10 -0.76
N -0.036 -1.060 3.626 -0.12 -0.10 -0.11 0.24
H -5.353 -1.745 -2.008 -0.03 -0.03 -0.01 0.26
C 0.624 -4.433 2.481 0.02 -0.04 -0.02 -0.74
O -3.429 -0.273 -0.991 0.27 0.21 0.10 0.09
C -5.054 2.375 -0.626 0.09 -0.13 0.19 -0.99
H -0.970 2.352 -0.914 0.18 0.00 0.16 -0.48
O -1.059 -0.444 -3.247 -0.09 -0.03 0.06 -0.24
H 2.601 1.399 -1.362 0.01 -0.04 0.12 -0.01
H 0.591 -4.917 -0.862 0.03 0.03 -0.02 0.50
H 7.065 -0.507 -0.176 0.00 0.03 0.00 0.41
H -5.589 -2.789 -0.589 -0.01 -0.01 -0.01 0.39
P -2.353 0.578 -0.123 -0.85 0.05 -0.04 0.07
H -0.970 -1.339 -5.735 0.00 0.00 -0.04 0.33
N 0.620 -2.359 1.309 -0.02 0.25 -0.12 0.95
C -0.124 -0.316 4.718 -0.06 -0.06 0.09 -0.13
H -3.181 -1.452 -4.571 -0.04 -0.01 0.01 0.29
H 5.640 -2.337 -1.113 -0.04 0.00 -0.02 0.40
H 1.008 3.298 -4.850 0.03 0.03 -0.01 0.40
C -1.514 1.500 -1.417 0.21 -0.28 0.23 0.42
C 5.506 0.202 1.114 0.03 -0.06 -0.05 -1.17
C 1.917 2.909 -4.387 -0.21 -0.09 0.10 -1.67
C -4.042 2.692 0.469 -0.24 0.10 -0.20 0.40
Cd 0.816 0.376 1.116 -0.36 0.94 -0.28 1.35
O -3.235 1.535 0.781 0.22 0.08 -0.22 -0.45
H -2.936 -2.632 -2.191 -0.01 -0.02 -0.03 0.11
H 0.629 -2.416 -0.735 -0.03 0.00 0.02 0.98
C -0.980 -0.253 -5.634 0.06 0.07 0.23 -1.62
C 1.610 2.337 -3.013 0.35 0.32 -0.16 0.91
C 1.709 2.010 3.542 0.28 0.05 0.16 0.34
H -5.737 3.215 -0.750 0.01 0.03 0.00 0.52
C 2.201 1.084 2.617 0.44 -0.36 0.26 -1.19
O 0.523 -0.413 -1.322 0.14 0.21 0.29 0.07
C -3.173 -0.376 -4.387 0.19 0.04 0.15 -1.21
C 0.621 -5.127 1.282 -0.04 0.07 -0.01 -0.57
H 1.723 -3.622 4.899 0.02 0.01 -0.03 0.39
H -5.894 -1.043 -0.473 -0.04 -0.03 -0.02 0.37
N 3.424 -0.946 1.000 0.03 0.11 0.00 0.19
H 1.227 3.120 -2.353 -0.17 -0.16 0.15 0.02
H -4.580 2.865 1.404 0.06 -0.05 -0.01 0.38
H 0.339 -0.043 6.801 0.00 0.04 -0.03 0.38
H -2.321 3.964 0.779 0.10 -0.03 0.01 0.21
C -3.211 3.920 0.150 0.13 -0.06 0.14 -1.14
H -5.626 1.481 -0.373 -0.03 0.03 -0.05 0.10
Se 0.574 3.237 0.565 -0.29 -0.96 -0.41 -1.17
C 3.586 0.874 2.591 -0.27 0.15 0.27 2.00
P -0.256 0.474 -2.206 -0.04 0.07 -0.68 -0.67
H 0.047 0.103 -5.556 0.00 0.00 -0.07 0.32
H 3.605 2.493 -2.289 0.04 0.00 -0.03 0.47
C 1.188 -2.682 4.876 0.06 -0.03 -0.06 -1.10
H -2.865 3.920 -0.883 0.01 0.01 -0.06 0.16
C 4.185 0.012 1.547 0.08 -0.12 -0.05 0.18
H -4.545 2.197 -1.574 -0.04 0.01 -0.05 0.16
H -1.451 0.188 -6.513 0.00 -0.02 -0.02 0.38
H 0.607 -4.971 3.418 -0.01 0.07 0.04 0.48
C 5.255 -1.652 -0.369 0.04 0.00 -0.05 -1.05
C 2.837 1.724 -2.372 -0.24 -0.19 0.05 -1.04
H 2.126 3.403 5.118 0.02 0.00 0.02 0.40
C -1.739 0.131 -4.373 -0.12 -0.04 -0.33 0.88
H 5.491 1.316 3.523 0.00 0.03 -0.01 0.39
H 0.659 2.274 3.514 -0.01 0.02 -0.01 0.39
O 0.558 1.349 -3.246 -0.11 0.02 0.37 -0.24
O -1.583 -0.321 0.759 0.44 0.18 -0.08 -0.45
C -3.807 -1.580 -0.520 -0.17 -0.38 0.06 0.47
H -1.849 -2.393 -0.813 -0.02 -0.07 -0.02 -0.35
H 4.564 2.922 5.124 0.00 -0.04 0.03 0.36
C 0.427 -0.687 5.936 0.06 -0.01 0.05 -0.87
H 3.276 -2.494 -0.329 0.02 0.00 -0.03 0.34
H -1.742 1.222 -4.286 0.03 -0.01 0.06 0.31
C 0.620 -3.025 0.161 0.01 -0.22 -0.05 -1.17
C 0.611 -4.413 0.095 0.01 -0.03 0.06 -1.11
H -2.227 1.873 -2.155 -0.06 -0.10 -0.05 0.53
C -5.256 -1.805 -0.922 0.16 0.19 0.03 -1.53
H 6.092 1.019 1.511 -0.02 0.01 0.01 0.36
H -3.741 0.122 -5.174 0.00 -0.02 -0.03 0.45
H 1.586 -2.197 6.931 -0.01 -0.02 0.00 0.41
C 6.043 -0.638 0.160 -0.04 -0.03 0.05 -0.34
C 0.595 -2.231 3.699 -0.02 0.11 0.26 0.71
H 3.214 0.878 -2.957 -0.01 0.08 -0.01 0.25
H 0.611 -6.210 1.275 0.00 0.00 0.01 0.40

119
Properties=species:S:1:pos:R:3:forces:R:3:mulliken_charge:R:1 method="wB97M-V/def2-TZVPD" smiles="CCCN[C@@H]1OC(=O)[C@@](CCCN)(C[SH](=O)=O)[C@@H]1CCCCNC(C)=O.c1cc[nH]c1.c1cc[nH]c1.c1cc[nH]c1.c1cc[nH]c1.c1cc[nH]c1.c1cc[nH]c1" gap_ha=0.294 energy_ha=-2867.18990 lumo_ev=0.03
H -8.968 10.323 -2.178 0.00 0.00 0.00 0.39
H -6.449 7.093 1.602 -0.02 0.00 0.02 0.50
C 3.649 -7.845 -1.711 0.00 0.00 -0.02 -0.47
C -8.019 10.152 -1.700 0.00 0.01 0.00 -0.45
C -0.898 -1.729 -0.398 0.05 0.09 0.08 -0.93
H -0.089 0.095 0.413 0.04 0.03 0.02 0.09
H 5.104 -9.549 -1.762 0.00 0.00 0.00 0.43
C -3.075 4.993 -0.786 -0.01 0.00 0.02 -0.44
C 0.281 -0.785 -0.117 -0.03 0.00 0.03 -0.77
H -3.511 -6.235 1.654 0.00 -0.01 0.00 0.39
H 2.772 1.320 3.573 0.01 -0.06 0.02 0.19
C 3.747 -1.931 -0.308 0.01 0.13 -0.16 -1.24
C 1.254 -1.663 2.158 -0.05 0.18 -0.28 -1.32
H -4.004 -2.354 1.001 0.03 0.08 0.09 0.47
H -3.076 6.015 -0.442 0.04 0.01 -0.04 0.38
H -5.681 0.779 -0.937 -0.07 0.02 -0.01 0.38
N -3.443 2.818 -0.939 0.02 -0.07 0.00 0.13
H -2.329 -4.851 -0.070 -0.02 -0.04 -0.02 0.24
H 2.765 0.255 -1.338 -0.07 0.01 0.02 0.59
O 4.356 -0.270 2.334 0.15 -0.09 -0.06 -0.53
H 5.083 0.698 -0.402 -0.02 0.03 0.04 0.24
C -5.692 7.126 2.368 0.00 -0.02 -0.03 -0.59
C -4.443 7.411 4.214 -0.01 0.00 0.00 -0.65
N -6.283 9.139 -0.777 0.01 -0.02 0.00 0.09
C -7.503 8.930 -1.360 0.01 -0.01 0.00 -0.40
H 7.639 -5.482 -4.119 0.00 0.00 0.00 0.43
H -3.760 1.885 -0.734 0.06 -0.07 -0.04 0.21
C 3.883 -6.494 -1.635 0.00 0.00 0.00 -0.67
C -3.690 6.736 3.291 -0.01 0.00 0.00 -0.34
H 8.618 -5.763 -6.637 0.00 0.00 0.00 0.39
H 3.407 3.970 0.184 -0.04 -0.06 0.03 0.26
H 2.235 3.241 -0.710 0.01 -0.02 0.03 0.25
H -3.094 0.158 0.837 -0.05 0.00 0.07 0.23
H -5.681 8.420 -0.421 0.01 0.03 0.02 0.15
H -0.490 -2.705 -0.679 -0.05 0.02 -0.18 0.13
H -2.367 2.418 -2.735 0.00 0.00 0.00 0.43
C 7.657 -6.089 -6.276 0.00 0.00 0.01 -0.67
H 6.692 -7.034 -8.049 0.00 0.00 0.00 0.38
H 3.203 -5.660 -1.610 0.00 0.00 0.00 0.46
N -1.873 -5.573 0.457 0.00 0.06 -0.06 0.02
H -1.429 -1.346 -1.272 -0.04 0.00 0.02 0.60
H 0.634 -7.453 1.331 0.01 0.00 0.00 0.46
N 5.234 -6.302 -1.585 0.02 0.01 -0.10 0.38
H -4.286 3.861 0.717 0.00 0.00 0.01 0.44
H 1.041 3.072 4.210 0.00 0.01 0.03 0.36
C -3.357 -1.786 0.330 -0.03 -0.04 -0.03 -1.29
C 0.816 0.677 2.875 -0.08 -0.02 -0.05 -0.34
H -7.898 7.937 -1.486 0.00 0.00 -0.01 0.36
H -4.119 7.697 5.201 0.00 0.00 0.00 0.39
H 0.088 -5.432 -0.381 0.00 -0.02 -0.02 0.52
C 2.932 0.467 -0.275 -0.06 0.10 0.01 -1.76
H -1.691 -1.210 1.555 -0.02 -0.05 0.02 0.43
C -0.310 -6.951 1.201 0.01 -0.01 0.02 -0.41
H 1.446 -2.475 0.217 0.09 -0.05 0.07 0.71
C 3.392 -0.827 1.903 -0.39 -0.21 0.11 -0.59
C -2.672 3.158 -2.015 0.00 0.00 0.04 -0.56
O 6.273 -1.306 0.169 0.15 -0.11 -0.11 -0.57
C 7.143 -5.942 -4.957 0.00 0.01 0.00 -0.16
N 0.395 -0.729 2.798 0.12 0.11 0.37 -0.11
C -5.714 7.659 3.628 0.02 0.01 0.00 -0.57
O 2.610 -1.611 2.685 0.07 0.16 0.01 -0.50
C 4.204 1.300 -0.158 -0.09 0.01 -0.05 -0.06
H 6.945 -7.566 -1.624 0.00 -0.03 0.00 0.38
H 5.680 -5.402 -1.524 -0.03 -0.04 0.14 0.21
C -1.526 -7.225 1.884 0.01 0.00 0.00 -0.60
H -4.160 6.103 1.332 0.01 -0.02 0.02 0.27
H -1.688 -7.974 2.641 0.00 0.00 0.00 0.42
N 3.193 3.563 -0.716 0.01 0.10 -0.08 -0.58
H 4.326 1.646 0.869 0.11 -0.06 0.00 0.17
O -5.306 -0.462 2.047 -0.10 -0.18 -0.06 -0.52
H 0.199 -1.045 3.742 -0.13 -0.12 -0.10 0.40
H 1.989 0.182 4.632 -0.02 0.00 -0.01 0.30
H 0.659 -0.430 -1.077 0.02 -0.05 -0.01 0.65
C -5.059 -0.107 0.928 0.07 0.15 -0.01 0.72
H 5.171 -6.600 -4.147 0.01 -0.03 0.00 0.29
C 4.916 -8.490 -1.708 -0.02 0.03 -0.04 -0.31
N -4.458 6.566 2.171 -0.02 0.00 -0.03 0.18
C -3.694 3.927 -0.182 -0.01 -0.01 -0.01 -0.11
H -7.017 0.287 0.136 0.03 -0.05 0.07 0.39
C -6.013 0.709 0.094 -0.10 -0.01 0.04 -1.26
H -1.756 -2.912 1.203 0.00 0.03 0.04 0.66
H 5.142 -2.661 1.582 0.08 0.02 0.03 0.17
H 1.219 0.970 1.904 -0.03 0.00 0.03 -0.27
H -3.479 -2.190 -0.680 -0.07 -0.07 0.05 0.39
H 3.915 2.205 -2.101 0.05 -0.01 0.00 0.40
H -1.848 5.074 -2.658 0.00 0.01 0.00 0.40
C 5.892 -6.499 -4.941 -0.05 0.00 -0.02 -0.36
H 0.398 1.939 5.406 -0.03 0.01 -0.07 0.37
C 2.879 -0.883 0.457 0.08 -0.03 -0.05 3.64
H -0.098 1.262 3.012 0.01 0.01 -0.06 0.83
H -5.097 10.848 -0.309 0.00 0.00 0.00 0.37
H 4.787 -7.440 -6.469 0.01 -0.01 0.01 0.19
H 3.217 -2.877 -0.408 0.07 -0.04 0.03 0.31
C -2.426 4.503 -1.951 0.01 0.02 0.00 -0.91
H -6.547 8.171 4.080 0.00 0.00 0.00 0.41
C 6.700 -6.730 -7.016 -0.01 0.00 0.00 -0.46
C 1.804 1.053 3.999 0.01 0.06 -0.01 -0.41
C 4.145 2.522 -1.079 0.00 -0.04 0.04 -1.02
H 2.080 1.074 0.044 0.04 0.00 0.01 0.21
C -6.013 10.478 -0.737 -0.01 0.00 0.00 -0.45
C -0.556 -5.928 0.325 0.00 0.04 0.02 -0.59
C -1.899 -1.925 0.756 0.03 -0.06 -0.02 -0.77
C -2.472 -6.359 1.402 0.03 0.01 0.01 -0.43
C -7.071 11.136 -1.304 -0.01 0.00 0.00 -0.43
H 2.681 -8.315 -1.760 0.00 0.00 0.00 0.45
C 5.870 -7.508 -1.635 0.02 0.01 0.05 -0.76
H -6.080 1.708 0.532 0.02 0.02 -0.05 0.21
H 2.043 2.541 5.560 0.00 0.02 -0.01 0.43
H 5.135 2.979 -1.109 -0.01 0.01 -0.04 0.44
N -3.779 -0.366 0.296 0.19 0.14 -0.11 -0.13
H 3.997 -1.581 -1.315 -0.15 0.02 -0.01 0.44
O 5.638 -3.671 -0.357 0.21 -0.03 -0.14 -0.69
C 1.291 2.217 4.841 0.05 -0.03 0.06 -1.51
H -2.681 6.365 3.334 0.00 0.01 0.00 0.41
N 5.632 -6.973 -6.196 -0.01 0.00 -0.01 0.00
H 0.884 -2.664 2.370 0.01 -0.02 0.10 0.80
S 5.365 -2.406 0.270 -0.24 0.12 0.30 0.92
C 1.433 -1.465 0.630 0.04 -0.10 -0.08 -0.71
H -7.159 12.203 -1.421 0.00 0.00 0.00 0.39